C2H3N3O2 | the ωB97M-V functional and the def2-TZVPD basis

Gap between HOMO and LUMO (alpha / beta) in eV: 8.36 / 8.36
Energy relative to the best compared isomer or geometry (same formula, charge and spin) in kcal per mole: 179.5
E_HOMO (alpha / beta) in eV: -8.5 / -8.5
Electronic energy in eV: -10680.6720

Structure (XYZ):
```
10
Properties=species:S:1:pos:R:3:forces:R:3
C 0.145141 1.269495 0.196736 -1.3 1.5 0.5
C 0.557164 0.007187 0.389868 1.5 -3.4 0.9
N -1.129896 1.433663 0.043330 -0.1 1.6 -1.0
N -1.300228 -0.926980 -0.149851 0.6 -0.9 0.6
N 1.523996 -0.640019 -0.194671 -1.2 -0.2 2.1
O -2.050320 -1.727222 0.332344 0.8 0.6 -0.7
O -1.849111 0.326873 -0.102995 -2.5 0.4 0.5
H 0.660638 2.167174 0.502333 0.4 0.0 -0.3
H 1.632242 -1.611017 0.023644 0.3 -0.3 0.0
H 1.810374 -0.299157 -1.040740 1.5 0.6 -2.6
```
Positions in Å, forces in eV/Å.



C2H3N3O2 | the ωB97M-V functional and the def2-TZVPD basis

Gap between HOMO and LUMO in eV: 9.98
Energy relative to the best compared isomer or geometry (same formula, charge and spin) in kcal per mole: 79.8
E_HOMO in eV: -9.9
Electronic energy in eV: -10684.9983

Structure (XYZ):
```
10
Properties=species:S:1:pos:R:3:forces:R:3
N 0.233042 -1.739343 0.451160 -1.9 -7.6 -2.4
C 0.070861 -0.501663 0.255675 1.7 2.1 1.5
N 0.190847 0.489313 1.092400 0.2 -0.1 -0.6
C 0.189412 1.586755 0.243407 -2.5 1.9 0.6
O 0.063307 2.768480 0.539223 0.9 -2.1 -1.0
N -0.046776 1.027331 -1.119688 0.0 7.7 -0.6
O 0.075603 -0.225366 -1.017827 0.0 -5.8 -1.3
H 0.481446 -2.088376 1.355861 -0.3 -0.3 0.1
H -0.243598 -2.485907 -0.441027 2.3 3.1 4.1
H -1.014143 1.168777 -1.359184 -0.4 1.1 -0.3
```
Positions in Å, forces in eV/Å.



C2H3N3O2S | the ωB97M-V functional and the def2-TZVPD basis

Gap between HOMO and LUMO in eV: 9.58
Energy relative to the best compared isomer or geometry (same formula, charge and spin) in kcal per mole: 60.9
E_HOMO in eV: -9.0
Electronic energy in eV: -21519.8749

Structure (XYZ):
```
11
Properties=species:S:1:pos:R:3:forces:R:3
H 3.027492 -0.270611 -0.067749 -0.3 0.2 0.0
N 2.237880 0.371039 -0.009498 0.3 -0.1 0.0
C 1.112028 -0.193685 0.036362 -0.4 -0.3 0.1
O 0.733469 -1.494099 0.015783 0.4 0.1 0.0
N -0.691247 -1.598199 0.013124 -0.2 0.6 -0.1
C -1.094519 -0.366194 0.037435 -0.7 -0.2 0.0
S -2.763250 0.173525 0.006395 0.4 0.3 0.0
N -0.070552 0.508084 0.125829 0.5 -0.4 -0.1
O -0.105492 1.870156 0.008169 0.1 0.1 0.0
H -3.235173 -1.066566 -0.058289 -0.1 -0.3 0.0
H 0.849359 2.066551 -0.107556 -0.1 0.1 0.0
```
Positions in Å, forces in eV/Å.



C2H3N3O2S | the ωB97M-V functional and the def2-TZVPD basis

Gap between HOMO and LUMO (alpha / beta) in eV: 8.12 / 8.12
Energy relative to the best compared isomer or geometry (same formula, charge and spin) in kcal per mole: 52.7
E_HOMO (alpha / beta) in eV: -9.9 / -9.9
Electronic energy in eV: -21520.2298

Structure (XYZ):
```
11
Properties=species:S:1:pos:R:3:forces:R:3
C 0.785919 1.056557 -0.347746 -0.4 0.4 1.7
C 1.239279 -0.305777 -0.654156 -0.1 -1.5 -1.4
N -2.645339 -0.565685 0.068998 -4.0 2.1 -2.5
N -0.857378 -1.491282 1.142220 0.1 0.5 -0.3
N -1.648538 -0.940183 0.550970 3.7 -2.5 2.8
O 0.094152 1.666203 -1.123699 0.6 0.2 0.7
O 1.117783 1.451784 0.918563 -1.0 1.0 -1.3
S 2.455088 -1.066357 0.075048 -0.5 0.1 -0.4
H 0.584706 -0.708413 -1.487215 1.1 0.1 0.8
H -2.530392 0.211327 -0.580365 0.0 0.0 0.1
H 1.404716 0.691828 1.437377 0.4 -0.2 -0.1
```
Positions in Å, forces in eV/Å.